[1]
Here is the molecule C25H32N2O5 from the OMol25 dataset. Energies are from ωB97M-V/def2-TZVPD.

For the LUMO energy, the calculation gives 0.47 eV. The value obtained for the energy above the lowest of the compared OMol25 structures with the same formula, charge and spin is 0.328 eV. As for the total energy: -1457.5950 hartree. The highest occupied orbital energy is -0.2686 hartree. Its HOMO-LUMO gap is 7.78 eV.

Positions of all 64 atoms, in Å:
C -5.409 -2.858 1.428
C -4.131 -2.270 0.848
C -2.898 -3.030 1.334
O -1.708 -2.389 0.899
C -1.256 -2.693 -0.328
O -1.756 -3.568 -1.007
C -0.122 -1.838 -0.699
C 0.554 -1.973 -1.861
C 0.323 -3.004 -2.916
N 1.587 -1.106 -2.162
C 2.093 -0.203 -1.265
C 1.495 -0.028 -0.067
C 2.053 0.844 0.948
O 1.525 1.058 2.021
C 3.400 1.474 0.599
C 4.539 0.541 0.987
O 5.696 0.736 0.718
O 4.101 -0.529 1.649
C 5.087 -1.452 2.091
C 3.512 1.822 -0.890
C 2.489 2.885 -1.281
C 3.321 0.537 -1.699
C 0.174 -0.692 0.251
C -0.936 0.334 0.153
C -1.674 0.712 1.265
C -2.691 1.639 1.168
C -3.019 2.235 -0.057
N -4.070 3.124 -0.166
C -4.239 3.872 -1.387
C -4.639 3.688 1.036
C -2.258 1.859 -1.172
C -1.245 0.928 -1.062
H -5.517 -3.900 1.136
H -5.396 -2.805 2.515
H -6.274 -2.308 1.067
H -4.159 -2.316 -0.242
H -4.027 -1.222 1.137
H -2.915 -4.061 0.963
H -2.847 -3.029 2.426
H 0.116 -2.518 -3.870
H 1.212 -3.624 -3.034
H -0.518 -3.633 -2.650
H 2.072 -1.243 -3.036
H 3.523 2.377 1.206
H 5.716 -0.995 2.858
H 4.545 -2.300 2.500
H 5.720 -1.761 1.256
H 4.520 2.208 -1.076
H 2.642 3.789 -0.696
H 1.477 2.530 -1.103
H 2.591 3.139 -2.334
H 4.196 -0.108 -1.567
H 3.248 0.774 -2.765
H 0.207 -1.058 1.281
H -1.442 0.278 2.225
H -3.231 1.898 2.064
H -4.403 3.192 -2.225
H -3.374 4.508 -1.615
H -5.118 4.508 -1.301
H -5.413 4.403 0.767
H -5.105 2.904 1.637
H -3.890 4.203 1.650
H -2.449 2.292 -2.140
H -0.684 0.660 -1.947

[2]
Here is a structure of composition C48H36N5PSeTi from the OMol25 dataset. Energies are from ωB97M-V/def2-TZVPD.

For the LUMO energy (alpha / beta), the calculation gives -0.31 / -0.30 eV. The value obtained for the energy above the lowest of the compared OMol25 structures with the same formula, charge and spin is 1.482 eV. As for the total energy: -5716.7811 hartree. The highest occupied orbital energy (alpha / beta) is -0.1990 / -0.1968 hartree. Its HOMO-LUMO gap (alpha / beta) is 5.11 / 5.05 eV.

Positions of all 92 atoms, in Å:
Ti 0.017 0.197 0.207
C -0.337 -1.496 4.371
C 0.655 -2.463 4.288
C 1.249 -2.709 3.057
C 0.863 -1.972 1.945
C -0.069 -0.916 2.007
C -0.673 -0.733 3.251
C 1.202 -2.475 0.590
C 2.396 -3.185 0.277
C 2.504 -3.810 -0.921
C 1.392 -3.826 -1.807
C 1.370 -4.573 -3.006
C 0.238 -4.626 -3.771
C -0.920 -3.931 -3.365
C -0.907 -3.164 -2.234
C 0.254 -3.087 -1.432
N 0.214 -2.341 -0.280
H -0.849 -1.328 5.313
H 0.942 -3.038 5.161
H 1.976 -3.510 2.959
H -1.434 0.027 3.383
H 3.209 -3.194 0.994
H 3.416 -4.332 -1.199
H 2.260 -5.124 -3.293
H 0.224 -5.211 -4.682
H -1.823 -4.003 -3.957
H -1.789 -2.632 -1.902
Se 6.578 -1.162 -3.324
N 6.147 -0.598 -1.692
C 4.853 -0.502 -1.666
C 4.103 -0.032 -0.493
C 4.715 0.320 0.667
C 3.914 0.790 1.747
C 2.578 0.882 1.619
N 1.905 0.540 0.455
C 2.688 0.062 -0.615
C 2.015 -0.296 -1.796
N 0.649 -0.159 -1.800
C -0.009 -0.388 -2.954
C 0.599 -0.808 -4.103
C 1.988 -1.021 -4.093
C 2.698 -0.749 -2.959
C 4.156 -0.857 -2.891
N 4.893 -1.232 -3.893
H 5.791 0.243 0.745
H 4.364 1.060 2.693
H 1.959 1.211 2.437
H -1.078 -0.222 -2.933
H 0.003 -0.993 -4.986
H 2.515 -1.375 -4.972
C -3.151 1.685 -2.078
C -2.455 2.537 -3.112
C -3.181 2.951 -4.226
C -2.641 3.818 -5.164
C -1.348 4.291 -4.992
C -0.604 3.874 -3.899
C -1.132 2.990 -2.955
P -0.229 2.487 -1.422
C 1.515 2.975 -1.721
C 2.073 2.458 -2.894
C 3.429 2.545 -3.167
C 4.266 3.146 -2.243
C 3.731 3.642 -1.063
C 2.370 3.561 -0.768
C 1.917 4.093 0.572
C -0.993 3.667 -0.276
C -1.152 5.029 -0.528
C -1.724 5.849 0.428
C -2.147 5.291 1.634
C -2.018 3.930 1.862
C -1.449 3.083 0.904
C -1.337 1.594 1.145
H -3.928 1.073 -2.539
H -3.623 2.319 -1.323
H -2.461 1.033 -1.549
H -4.198 2.590 -4.353
H -3.230 4.129 -6.018
H -0.920 4.987 -5.704
H 0.400 4.255 -3.777
H 1.432 1.949 -3.606
H 3.828 2.128 -4.085
H 5.333 3.209 -2.426
H 4.393 4.084 -0.325
H 2.784 4.267 1.209
H 1.257 3.396 1.082
H 1.374 5.033 0.468
H -0.808 5.447 -1.467
H -1.842 6.912 0.243
H -2.591 5.923 2.394
H -2.368 3.507 2.800
H -2.276 1.119 0.812
H -1.322 1.460 2.224

[3]
Here is a cluster of 2 separate species, C4H7IO in total from the OMol25 dataset. Energies are from ωB97M-V/def2-TZVPD.

For the LUMO energy, the calculation gives 0.07 eV. The value obtained for the energy above the lowest of the compared OMol25 structures with the same formula, charge and spin is 1.239 eV. As for the total energy: -529.4840 hartree. The highest occupied orbital energy is -0.3647 hartree. Its HOMO-LUMO gap is 10.00 eV.

Positions of all 13 atoms, in Å:
C 0.339 0.604 1.337
C -0.371 -0.027 0.380
C 0.211 -1.169 -0.353
C -1.624 0.443 -0.066
O -2.166 -0.014 -1.039
H 1.286 0.097 1.583
H 0.004 1.510 1.751
H 1.102 -1.700 0.206
H 0.746 -0.655 -1.187
H -0.605 -1.760 -0.687
H -2.093 1.361 0.287
I 0.376 2.515 -2.701
H 0.106 0.991 -2.907

[4]
Here is the molecule C7H12NP from the OMol25 dataset. Energies are from ωB97M-V/def2-TZVPD.

For the LUMO energy, the calculation gives 1.08 eV. The value obtained for the energy above the lowest of the compared OMol25 structures with the same formula, charge and spin is 0.492 eV. As for the total energy: -669.9531 hartree. The highest occupied orbital energy is -0.2944 hartree. Its HOMO-LUMO gap is 9.10 eV.

Positions of all 21 atoms, in Å:
C -1.073 2.344 -0.801
C -0.399 1.514 0.250
C 0.172 1.976 1.375
C 0.949 0.914 2.015
C 0.691 -0.229 1.413
N -0.087 0.176 0.053
P -0.548 -0.840 -1.187
C -1.055 -2.338 -0.228
C 1.218 -1.444 -1.483
H -1.976 2.796 -0.274
H -0.418 3.039 -1.082
H -1.458 1.749 -1.750
H 0.213 2.931 1.902
H 1.468 1.214 2.868
H 0.880 -1.209 1.599
H -1.983 -2.600 -0.515
H -1.122 -2.152 0.860
H -0.376 -3.217 -0.415
H 1.822 -0.828 -2.217
H 1.271 -2.564 -1.711
H 1.810 -1.230 -0.669

[5]
Here is the molecule C3H3NO from the OMol25 dataset. Energies are from ωB97M-V/def2-TZVPD.

For the LUMO energy, the calculation gives 0.73 eV. The value obtained for the energy above the lowest of the compared OMol25 structures with the same formula, charge and spin is 2.330 eV. As for the total energy: -246.0059 hartree. The highest occupied orbital energy is -0.3997 hartree. Its HOMO-LUMO gap is 11.60 eV.

Positions of all 8 atoms, in Å:
N 2.169 -0.695 0.585
C 1.369 0.133 0.450
C 0.169 0.668 -0.175
C -0.872 -0.356 0.017
O -1.071 1.032 0.369
H 0.318 1.062 -1.183
H -1.081 -0.848 -0.911
H -0.898 -0.984 0.906

[6]
Here is a structure of composition C25H31N5RuS2Te from the OMol25 dataset. Energies are from ωB97M-V/def2-TZVPD.

For the LUMO energy (alpha / beta), the calculation gives 0.40 / -0.86 eV. The value obtained for the energy above the lowest of the compared OMol25 structures with the same formula, charge and spin is 0.646 eV. Its multiplicity is 5. As for the total energy: -2404.2166 hartree. The highest occupied orbital energy (alpha / beta) is -0.2108 / -0.2471 hartree. Its HOMO-LUMO gap (alpha / beta) is 6.14 / 5.86 eV. Its expectation value of S² is 6.0930.

Positions of all 65 atoms, in Å:
Ru -0.223 0.349 -0.908
C -2.585 0.870 2.022
C -3.746 0.691 1.034
C -3.358 0.365 -0.428
N -2.173 1.066 -0.888
C -2.220 2.360 -1.121
C -3.420 3.122 -1.115
C -3.610 4.466 -0.910
C -2.665 5.469 -0.684
C -1.302 5.356 -0.866
C -0.561 4.280 -1.339
C -0.928 2.940 -1.544
N -0.106 2.025 -2.063
C 1.086 2.418 -2.786
C 2.374 2.296 -1.967
C 2.638 0.843 -1.564
N 1.724 0.385 -0.536
C 2.118 0.134 0.713
C 3.364 0.564 1.213
C 4.005 0.293 2.408
C 3.635 -0.562 3.431
C 2.459 -1.302 3.502
C 1.351 -1.279 2.687
C 1.083 -0.559 1.496
N -0.105 -0.550 0.913
C -1.238 -1.249 1.493
C -1.965 -0.421 2.559
H -2.955 1.449 2.872
H -1.799 1.470 1.560
H -4.318 1.621 1.030
H -4.411 -0.099 1.393
H -4.217 0.586 -1.069
H -3.167 -0.698 -0.556
H -4.324 2.536 -1.229
H -4.646 4.786 -0.875
H -3.048 6.435 -0.381
H -0.725 6.253 -0.666
H 0.490 4.484 -1.497
H 0.981 3.435 -3.174
H 1.164 1.747 -3.646
H 2.309 2.919 -1.070
H 3.210 2.653 -2.575
H 3.678 0.706 -1.268
H 2.475 0.206 -2.439
H 3.899 1.239 0.560
H 4.954 0.800 2.543
H 4.334 -0.682 4.250
H 2.387 -1.979 4.347
H 0.551 -1.933 3.006
H -0.943 -2.213 1.913
H -1.916 -1.475 0.676
H -1.245 -0.160 3.340
H -2.741 -1.042 3.016
Te -0.282 -1.881 -2.432
S 1.721 -2.836 -0.986
C 1.592 -4.489 -0.874
N 1.778 -5.355 -1.923
C 1.152 -6.657 -1.748
C 1.240 -6.945 -0.258
S 0.961 -5.325 0.532
H 1.726 -4.928 -2.838
H 1.687 -7.411 -2.325
H 0.103 -6.639 -2.066
H 2.230 -7.300 0.025
H 0.481 -7.644 0.082

- Look up the total energy of the first one.
  -1457.5950 hartree